# 1
Below is a cluster of 10 separate species, C36H60O30 in total, with properties calculated with ωB97M-V/def2-TZVPD.

Each atom is followed by the atoms it is bonded to, with distances in Å.
Cartesian coordinates (Å):
1 C -1.85 -5.11 -2.21  C2 1.474, H8 1.113, H9 1.118, H10 1.107
2 C -0.95 -4.87 -3.35  C1 1.474, C3 1.479, O7 1.418, H11 1.164
3 C -1.57 -4.71 -4.69  C2 1.479, O4 1.384, H12 1.127, H13 1.112
4 O -0.98 -3.63 -5.31  C3 1.384, C5 1.324
5 C -0.44 -2.89 -4.36  O4 1.324, O6 1.251, O7 1.361
6 O -0.02 -1.72 -4.49  C5 1.251
7 O -0.43 -3.56 -3.17  C2 1.418, C5 1.361
8 H -1.18 -5.28 -1.34  C1 1.113
9 H -2.48 -6.04 -2.24  C1 1.118
10 H -2.51 -4.24 -2.01  C1 1.107
11 H -0.03 -5.57 -3.27  C2 1.164
12 H -2.66 -4.45 -4.62  C3 1.127
13 H -1.54 -5.66 -5.28  C3 1.112
14 C 2.25 -4.87 2.43  C15 1.562, H21 1.015, H22 1.106, H23 1.102
15 C 3.62 -4.14 2.50  C14 1.562, C16 1.535, O20 1.421, H24 1.081
16 C 3.76 -2.75 1.85  C15 1.535, O17 1.374, H25 1.099, H26 1.114
17 O 3.75 -1.97 2.98  C16 1.374, C18 1.343
18 C 4.04 -2.67 4.09  O17 1.343, O19 1.219, O20 1.306
19 O 4.30 -2.12 5.14  C18 1.219
20 O 4.06 -3.95 3.83  C15 1.421, C18 1.306
21 H 1.98 -5.09 1.47  C14 1.015
22 H 1.47 -4.36 3.03  C14 1.106
23 H 2.20 -5.90 2.81  C14 1.102
24 H 4.23 -4.89 2.02  C15 1.081
25 H 3.08 -2.49 1.02  C16 1.099
26 H 4.73 -2.52 1.37  C16 1.114
27 C -5.62 5.48 -2.09  C28 1.567, H34 1.070, H35 1.081, H36 1.081
28 C -4.14 5.03 -2.35  C27 1.567, C29 1.549, O33 1.448, H37 1.063
29 C -3.21 5.22 -1.12  C28 1.549, O30 1.381, H38 1.096, H39 1.096
30 O -2.80 3.94 -0.80  C29 1.381, C31 1.265
31 C -3.31 3.08 -1.57  O30 1.265, O32 1.229, O33 1.289
32 O -3.03 1.89 -1.48  C31 1.229
33 O -4.14 3.58 -2.42  C28 1.448, C31 1.289
34 H -6.06 4.89 -1.32  C27 1.070
35 H -6.23 5.41 -2.98  C27 1.081
36 H -5.71 6.54 -1.87  C27 1.081
37 H -3.77 5.23 -3.32  C28 1.063
38 H -3.74 5.79 -0.36  C29 1.096
39 H -2.32 5.78 -1.40  C29 1.096
40 C 0.46 -2.74 -0.10  C41 1.495, H47 1.095, H48 1.064, H49 1.022
41 C 0.70 -1.56 -0.98  C40 1.495, C42 1.511, O46 1.426, H50 1.103
42 C 0.14 -0.18 -0.73  C41 1.511, O43 1.469, H51 1.130, H52 1.144
43 O 1.31 0.67 -0.98  C42 1.469, C44 1.330
44 C 2.41 -0.08 -0.98  O43 1.330, O45 1.257, O46 1.363
45 O 3.55 0.43 -1.13  C44 1.257
46 O 2.12 -1.40 -0.89  C41 1.426, C44 1.363
47 H -0.58 -3.05 -0.27  C40 1.095
48 H 0.53 -2.52 0.94  C40 1.064
49 H 1.05 -3.55 -0.32  C40 1.022
50 H 0.68 -1.75 -2.07  C41 1.103
51 H 0.06 -0.05 0.39  C42 1.130
52 H -0.74 0.32 -1.25  C42 1.144
53 C 1.86 1.37 -4.16  C54 1.611, H60 1.092, H61 1.108, H62 1.029
54 C 1.53 2.87 -3.67  C53 1.611, C55 1.562, O59 1.354, H63 1.096
55 C 2.15 3.81 -4.75  C54 1.562, O56 1.415, H64 1.098, H65 1.115
56 O 1.04 4.63 -5.05  C55 1.415, C57 1.298
57 C 0.00 4.20 -4.40  O56 1.298, O58 1.237, O59 1.290
58 O -1.17 4.61 -4.53  C57 1.237
59 O 0.22 3.20 -3.62  C54 1.354, C57 1.290
60 H 1.44 0.59 -3.53  C53 1.092
61 H 2.94 1.18 -4.32  C53 1.108
62 H 1.44 1.18 -5.08  C53 1.029
63 H 1.98 3.19 -2.73  C54 1.096
64 H 2.41 3.33 -5.70  C55 1.098
65 H 2.83 4.62 -4.36  C55 1.115
66 C -2.61 0.46 1.74  C67 1.546, H73 1.092, H74 1.104, H75 1.105
67 C -3.74 0.95 2.67  C66 1.546, C68 1.502, O72 1.406, H76 1.061
68 C -4.39 2.21 2.17  C67 1.502, O69 1.391, H77 1.134, H78 1.069
69 O -5.68 1.84 1.79  C68 1.391, C70 1.296
70 C -5.97 0.64 2.21  O69 1.296, O71 1.267, O72 1.346
71 O -7.11 0.13 2.01  C70 1.267
72 O -4.83 0.06 2.63  C67 1.406, C70 1.346
73 H -2.16 -0.54 1.77  C66 1.092
74 H -1.83 1.23 1.87  C66 1.104
75 H -2.95 0.58 0.69  C66 1.105
76 H -3.44 1.00 3.68  C67 1.061
77 H -3.98 2.74 1.25  C68 1.134
78 H -4.46 2.90 2.99  C68 1.069
79 C 0.05 3.82 -0.38  O80 1.479, H85 1.114, H86 1.088, H87 1.073
80 O 1.42 3.51 0.08  C79 1.479, C81 1.383
81 C 1.47 2.66 1.17  O80 1.383, O82 1.407, O83 1.312
82 O 0.29 2.21 1.79  C81 1.407
83 O 2.65 2.19 1.52  C81 1.312, C84 1.354
84 C 2.89 1.35 2.56  O83 1.354, H88 1.118, H89 1.075, H90 1.101
85 H -0.04 4.65 -1.11  C79 1.114
86 H -0.59 3.94 0.49  C79 1.088
87 H -0.23 2.92 -0.89  C79 1.073
88 H 2.51 1.84 3.49  C84 1.118
89 H 3.92 1.06 2.54  C84 1.075
90 H 2.32 0.43 2.35  C84 1.101
91 C -3.47 -1.27 -1.45  O92 1.414, H97 1.124, H98 1.096, H99 1.114
92 O -3.16 -1.91 -0.23  C91 1.414, C93 1.370
93 C -4.14 -2.56 0.46  O92 1.370, O94 1.450, O95 1.344
94 O -5.37 -3.06 -0.14  C93 1.450
95 O -3.86 -2.79 1.75  C93 1.344, C96 1.381
96 C -4.84 -3.26 2.60  O95 1.381, H100 1.112, H101 1.115, H102 1.038
97 H -4.00 -2.00 -2.13  C91 1.124
98 H -2.48 -1.20 -1.90  C91 1.096
99 H -3.96 -0.27 -1.46  C91 1.114
100 H -5.07 -2.45 3.33  C96 1.112
101 H -4.54 -4.26 3.00  C96 1.115
102 H -5.69 -3.37 2.02  C96 1.038
103 C 8.96 4.10 0.31  O104 1.444, H109 1.152, H110 1.115, H111 1.043
104 O 7.69 3.43 0.41  C103 1.444, C105 1.336
105 C 7.62 2.11 0.24  O104 1.336, O106 1.438, O107 1.418
106 O 8.64 1.33 -0.40  C105 1.438
107 O 6.47 1.49 0.79  C105 1.418, C108 1.368
108 C 6.38 0.13 0.68  O107 1.368, H112 1.117, H113 1.052, H114 1.060
109 H 8.91 5.20 0.65  C103 1.152
110 H 9.25 4.22 -0.76  C103 1.115
111 H 9.77 3.72 0.85  C103 1.043
112 H 6.24 -0.17 -0.38  C108 1.117
113 H 5.67 -0.26 1.35  C108 1.052
114 H 7.24 -0.43 0.93  C108 1.060
115 C -0.10 0.40 4.77  O116 1.455, H121 1.052, H122 1.099, H123 1.097
116 O -1.11 -0.63 4.54  C115 1.455, C117 1.299
117 C -0.78 -1.79 4.05  O116 1.299, O118 1.397, O119 1.320
118 O 0.56 -2.06 3.75  C117 1.397
119 O -1.79 -2.51 3.59  C117 1.320, C120 1.413
120 C -1.60 -3.85 3.19  O119 1.413, H124 1.105, H125 1.097, H126 1.071
121 H -0.45 1.26 5.26  C115 1.052
122 H 0.36 0.81 3.86  C115 1.099
123 H 0.64 -0.08 5.41  C115 1.097
124 H -2.47 -4.51 3.35  C120 1.105
125 H -0.68 -4.25 3.64  C120 1.097
126 H -1.39 -3.81 2.14  C120 1.071

Values from the calculation:
HOMO	-10.1	eV
LUMO	0.225	eV
gap between HOMO and LUMO	10.3	eV
structure (SMILES)	C[C@H]1COC(=O)O1.C[C@H]1COC(=O)O1.C[C@H]1COC(=O)O1.C[C@H]1COC(=O)O1.C[C@H]1COC(=O)O1.C[C@H]1COC(=O)O1.COC(=O)OC.COC(=O)OC.COC(=O)OC.COC(=O)OC
DFT total energy	-99721.2787	eV
relative energy (zero: lowest compared OMol25 entry of this formula, charge and spin)	9.241	eV

***

# 2
Below is a cluster of 2 separate species, C10H16 in total, with properties calculated with ωB97M-V/def2-TZVPD.

Each atom is followed by the atoms it is bonded to, with distances in Å.
Cartesian coordinates (Å):
1 C 0.34 -0.91 -2.90  C3 1.482, H10 1.103, H11 1.075, H15 1.091
2 C 0.77 0.15 -0.58  C3 1.402, C4 1.408, H8 1.069
3 C 0.24 0.15 -1.88  C1 1.482, C2 1.402, C5 1.473
4 C 0.69 1.34 0.16  C2 1.408, C6 1.393, H9 1.091
5 C -0.70 1.23 -2.23  C3 1.473, C7 1.345, H12 1.084
6 C -0.26 2.30 -0.18  C4 1.393, C7 1.424, H13 1.093
7 C -0.96 2.27 -1.42  C5 1.345, C6 1.424, H14 1.092
8 H 1.17 -0.76 -0.19  C2 1.069
9 H 1.18 1.27 1.14  C4 1.091
10 H 1.39 -1.22 -3.04  C1 1.103
11 H -0.14 -0.62 -3.81  C1 1.075
12 H -1.19 1.16 -3.19  C5 1.084
13 H -0.63 2.98 0.60  C6 1.093
14 H -1.51 3.20 -1.57  C7 1.092
15 H -0.28 -1.71 -2.49  C1 1.091
16 C -0.50 -1.73 2.11  C17 1.552, C18 1.579, H19 1.100, H20 1.099
17 C 0.93 -2.33 2.08  C16 1.552, H21 1.111, H25 1.098, H26 1.097
18 C -0.60 -0.90 3.45  C16 1.579, H22 1.090, H23 1.093, H24 1.090
19 H -0.78 -1.05 1.29  C16 1.100
20 H -1.16 -2.61 2.04  C16 1.099
21 H 1.31 -2.11 1.06  C17 1.111
22 H -0.43 -1.57 4.29  C18 1.090
23 H 0.22 -0.18 3.45  C18 1.093
24 H -1.57 -0.39 3.52  C18 1.090
25 H 1.49 -1.91 2.93  C17 1.098
26 H 0.99 -3.41 2.24  C17 1.097

Values from the calculation:
HOMO (spin up / spin down)	-14.0 / -14.0	eV
LUMO (spin up / spin down)	-4.334 / -8.085	eV
spin multiplicity	2
gap between HOMO and LUMO (spin up / spin down)	9.7 / 5.9	eV
total charge	+1
DFT total energy	-10619.9257	eV
relative energy (zero: lowest compared OMol25 entry of this formula, charge and spin)	0.947	eV

***

# 3
Below is a cluster of 9 separate species, C26H52Cl2F6N4O10S2 in total, with properties calculated with ωB97M-V/def2-TZVPD.

Each atom is followed by the atoms it is bonded to, with distances in Å.
Cartesian coordinates (Å):
1 C -0.94 -0.41 4.79  C2 1.589, H8 1.116, H9 1.076, H10 1.151
2 C -0.58 -0.30 3.24  C1 1.589, O3 1.236, N4 1.486
3 O 0.52 0.07 2.81  C2 1.236
4 N -1.58 -0.61 2.19  C2 1.486, H5 1.059, C7 1.471
5 H -1.02 -0.93 1.35  N4 1.059
6 H -2.09 -2.12 2.26  Cl85 1.357
7 C -2.89 0.05 2.06  N4 1.471, H11 1.143, H12 1.061, H13 1.149
8 H -1.83 0.26 4.91  C1 1.116
9 H -0.03 -0.21 5.32  C1 1.076
10 H -1.25 -1.51 4.94  C1 1.151
11 H -2.94 1.02 1.44  C7 1.143
12 H -3.23 0.38 3.01  C7 1.061
13 H -3.60 -0.61 1.44  C7 1.149
14 C -4.61 -1.66 -2.52  C15 1.501, H21 1.164, H22 1.072, H23 1.056
15 C -4.92 -3.13 -2.55  C14 1.501, O16 1.221, N17 1.363
16 O -4.08 -3.88 -3.02  C15 1.221
17 N -6.05 -3.51 -1.89  C15 1.363, H18 0.966, C20 1.501
18 H -6.68 -2.79 -1.75  N17 0.966
19 H 0.18 8.58 -5.13  no bonds
20 C -6.72 -4.85 -2.02  N17 1.501, H24 1.063, H25 1.134, H26 1.082
21 H -5.42 -1.15 -1.86  C14 1.164
22 H -4.85 -1.33 -3.52  C14 1.072
23 H -3.60 -1.59 -2.23  C14 1.056
24 H -6.32 -5.53 -1.31  C20 1.063
25 H -6.49 -5.28 -3.05  C20 1.134
26 H -7.78 -4.90 -1.87  C20 1.082
27 C 3.32 -1.09 0.56  C28 1.522, H38 1.079, H39 1.031, H40 1.131
28 C 3.23 -2.51 -0.01  C27 1.522, C29 1.555, N33 1.464, C37 1.591
29 C 2.23 -3.45 0.71  C28 1.555, C30 1.573, H41 1.092, H42 1.075
30 C 2.11 -4.92 0.16  C29 1.573, C31 1.544, H43 1.081, H44 1.107
31 C 2.64 -4.97 -1.29  C30 1.544, C32 1.455, H45 1.079, H46 1.075
32 C 2.28 -3.80 -2.07  C31 1.455, N33 1.559, C35 1.549, C36 1.539
33 N 2.59 -2.47 -1.32  C28 1.464, C32 1.559, O34 1.130
34 O 2.32 -1.49 -1.81  N33 1.130
35 C 0.79 -3.81 -2.51  C32 1.549, H47 1.081, H48 1.078, H49 1.097
36 C 3.24 -3.65 -3.26  C32 1.539, H50 1.074, H51 1.091, H52 1.101
37 C 4.73 -3.05 -0.05  C28 1.591, H53 1.102, H54 1.077, H55 1.091
38 H 3.85 -1.25 1.48  C27 1.079
39 H 2.41 -0.65 0.75  C27 1.031
40 H 3.89 -0.43 -0.16  C27 1.131
41 H 1.27 -2.93 0.66  C29 1.092
42 H 2.53 -3.34 1.73  C29 1.075
43 H 1.06 -5.15 0.28  C30 1.081
44 H 2.59 -5.62 0.89  C30 1.107
45 H 2.25 -5.80 -1.85  C31 1.079
46 H 3.70 -5.15 -1.26  C31 1.075
47 H 0.61 -3.10 -3.31  C35 1.081
48 H 0.07 -3.68 -1.72  C35 1.078
49 H 0.79 -4.79 -3.01  C35 1.097
50 H 4.23 -3.69 -2.83  C36 1.074
51 H 3.21 -2.64 -3.69  C36 1.091
52 H 3.18 -4.46 -4.00  C36 1.101
53 H 5.39 -2.38 -0.63  C37 1.102
54 H 4.86 -4.08 -0.33  C37 1.077
55 H 4.95 -2.88 1.00  C37 1.091
56 C 0.15 5.79 0.72  C57 1.518, H67 1.087, H68 1.134, H69 1.124
57 C 1.18 4.79 0.23  C56 1.518, C58 1.495, N62 1.603, C66 1.586
58 C 0.97 3.40 0.75  C57 1.495, C59 1.581, H70 1.100, H71 1.083
59 C -0.17 2.52 0.11  C58 1.581, C60 1.475, H72 1.108, H73 1.079
60 C -0.02 2.52 -1.36  C59 1.475, C61 1.550, H74 1.089, H75 1.134
61 C -0.05 3.93 -2.01  C60 1.550, N62 1.474, C64 1.488, C65 1.473
62 N 0.91 4.82 -1.34  C57 1.603, C61 1.474, O63 1.171
63 O 1.29 5.77 -1.92  N62 1.171
64 C -1.43 4.50 -1.97  C61 1.488, H76 1.096, H77 1.096, H78 1.142
65 C 0.43 3.81 -3.40  C61 1.473, H79 1.096, H80 1.101, H81 1.075
66 C 2.68 5.27 0.36  C57 1.586, H82 1.055, H83 1.103, H84 1.136
67 H 0.15 6.79 0.30  C56 1.087
68 H 0.17 5.85 1.86  C56 1.134
69 H -0.90 5.43 0.57  C56 1.124
70 H 0.77 3.51 1.83  C58 1.100
71 H 1.88 2.82 0.69  C58 1.083
72 H -1.14 2.91 0.47  C59 1.108
73 H -0.05 1.52 0.48  C59 1.079
74 H -0.83 2.08 -1.94  C60 1.089
75 H 0.86 1.93 -1.76  C60 1.134
76 H -1.40 5.53 -2.35  C64 1.096
77 H -1.91 4.42 -1.00  C64 1.096
78 H -2.03 3.93 -2.75  C64 1.142
79 H 0.05 2.91 -3.90  C65 1.096
80 H 1.52 3.63 -3.35  C65 1.101
81 H 0.22 4.66 -4.02  C65 1.075
82 H 2.85 5.15 1.40  C66 1.055
83 H 2.84 6.30 0.01  C66 1.103
84 H 3.49 4.63 -0.13  C66 1.136
85 Cl -2.74 -3.31 2.29  H6 1.357
86 Cl -0.66 -1.23 -0.48  no bonds
87 C -4.82 4.70 0.19  F88 1.355, F89 1.323, F90 1.414, S91 1.831
88 F -4.37 5.53 -0.78  C87 1.355
89 F -6.10 4.95 0.43  C87 1.323
90 F -4.71 3.41 -0.38  C87 1.414
91 S -3.88 4.77 1.76  C87 1.831, O92 1.444, O93 1.442, O94 1.450
92 O -2.63 4.13 1.42  S91 1.444
93 O -3.74 6.19 2.02  S91 1.442
94 O -4.70 4.03 2.70  S91 1.450
95 C 4.34 -1.83 4.49  F96 1.370, F97 1.374, F98 1.368, S99 1.862
96 F 4.20 -1.56 5.83  C95 1.370
97 F 3.39 -1.12 3.79  C95 1.374
98 F 5.57 -1.28 4.24  C95 1.368
99 S 4.23 -3.62 4.00  C95 1.862, O100 1.435, O101 1.526, O102 1.482
100 O 5.06 -4.18 5.03  S99 1.435
101 O 2.73 -3.94 3.99  S99 1.526
102 O 4.88 -3.60 2.67  S99 1.482

Values from the calculation:
HOMO	-8.7	eV
LUMO	-7.418	eV
gap between HOMO and LUMO	1.3	eV
DFT total energy	-117245.3756	eV